C2H4N2O | wB97M-V/def2-TZVPD

```
! wB97M-V def2-TZVPD RIJCOSX def2/J DEFGRID3
* xyz 0 1
C -0.775 0.878 0.418
C 1.149 -0.387 -0.360
N -2.443 -0.755 -0.093
N -1.728 0.093 0.204
O 0.500 0.821 -0.036
H -0.908 1.726 1.154
H 0.975 -1.159 0.412
H 2.317 -0.183 -0.420
H 0.913 -1.033 -1.278
*
```

The HOMO-LUMO gap comes out at 0.311 Eh. The relative energy (zero: lowest compared OMol25 entry of this formula, charge and spin) comes out at 82.7 kcal/mol. The value obtained for the HOMO energy is -7.9 eV.

Just the natural (NBO) charges please, in e? Sure, here they are: 0.1084 -0.2767 -0.0536 -0.0444 -0.4998 0.2004 0.1761 0.2056 0.1840